85
Properties=species:S:1:pos:R:3:forces:R:3:lowdin_charge:R:1 method="wB97M-V/def2-TZVPD" total_charge=+2 lumo_ev=-8.13 multiplicity=1 total_energy_ev=-155311.0591 relative_energy_kj_mol=113.0 homo_lumo_gap_ev=5.163
Sn 0.18554 -0.83631 0.74505 -1.539 0.809 -0.203 1.308
O -3.02673 -0.41285 5.92684 -0.233 -0.228 0.314 0.164
C -2.52775 0.77657 5.69054 0.183 0.163 -0.107 -0.499
O -2.64151 1.69911 6.44765 -0.006 -0.087 -0.020 0.106
C -1.77641 0.97191 4.39368 -0.048 0.210 0.011 -0.026
C -1.30566 2.21583 3.96475 -0.024 -0.387 0.153 -0.551
Cl -1.31021 3.67060 4.81740 0.087 0.002 -0.139 0.904
N -0.73159 2.05364 2.74295 -0.096 0.009 0.231 -0.025
N -0.76659 0.75344 2.39740 0.123 -0.291 -0.563 0.023
C -1.40348 0.09850 3.36053 -0.182 0.300 0.151 -0.169
C -1.63304 -1.36684 3.17354 -0.205 0.187 0.521 -0.534
O -2.29498 -1.99987 3.96899 0.194 -0.054 -0.274 0.137
O -1.08519 -1.89305 2.12014 0.947 0.258 -1.275 -0.161
C -0.26210 3.04872 1.82852 0.118 0.368 -0.329 -0.190
C -0.86911 4.29919 1.78660 -0.038 -0.169 0.071 -0.026
C -0.38297 5.26601 0.92113 -0.015 -0.003 -0.005 -0.039
C 0.66672 4.97793 0.06341 0.073 0.029 -0.018 -0.046
C 1.23022 3.71088 0.06714 -0.028 -0.054 0.011 -0.057
C 0.77112 2.75165 0.95122 -0.010 -0.038 0.324 -0.062
H -2.85355 -1.08909 5.23241 0.091 0.138 -0.087 0.070
H -1.71145 4.51766 2.42251 -0.026 0.068 -0.015 0.089
H -0.83205 6.24909 0.92323 -0.039 0.004 -0.036 0.121
H 1.05357 5.73867 -0.60032 -0.036 0.017 -0.034 0.118
H 2.04030 3.46521 -0.60746 0.022 0.021 -0.017 0.118
H 1.24038 1.77995 0.98755 0.088 0.045 -0.039 0.057
Br 2.36111 -0.64915 -1.50389 0.029 -0.170 0.229 0.813
C 1.43861 0.74082 -2.43598 0.077 0.048 0.068 -0.568
C 2.07164 1.28234 -3.51549 0.094 -0.116 0.084 -0.100
C 1.44618 2.30740 -4.24522 -0.149 0.097 0.000 -0.035
C 0.20255 2.73745 -3.88586 0.007 0.078 -0.102 0.001
C -0.47084 2.19126 -2.77048 0.254 -0.346 0.214 -0.143
C -1.75508 2.64648 -2.39728 -0.150 0.137 0.009 0.007
C -2.40908 2.14374 -1.31212 -0.037 -0.012 0.050 -0.030
C -1.79463 1.14262 -0.53211 -0.084 0.088 -0.151 -0.123
C -0.55969 0.69846 -0.88601 0.486 -1.335 1.715 -0.243
C 0.16513 1.16551 -1.99370 -0.148 0.136 -0.231 -0.245
H 3.04561 0.92833 -3.82381 0.015 -0.033 0.056 0.114
H 1.95998 2.74330 -5.08980 -0.015 -0.021 -0.042 0.124
H -0.29577 3.50946 -4.45732 0.001 0.030 -0.004 0.130
H -2.22115 3.41773 -2.99662 0.025 0.034 -0.021 0.131
H -3.38461 2.50821 -1.02224 -0.046 0.015 -0.086 0.124
H -2.31755 0.75451 0.33370 0.004 0.046 -0.003 0.105
C 3.46986 -1.81569 2.52550 -0.289 0.063 -0.164 -0.217
P 2.12809 -0.62500 2.82508 0.504 -0.327 -0.511 0.924
C 1.57867 -1.01830 4.51183 -0.510 -0.110 -0.286 -0.176
C 2.86091 1.01566 2.86401 -0.464 -0.063 -0.287 -0.396
C 2.42144 1.95268 3.80080 -0.024 -0.074 0.063 -0.085
C 2.88837 3.25481 3.73916 0.025 0.096 0.025 -0.037
C 3.77104 3.63332 2.73695 -0.015 -0.090 -0.020 -0.029
C 4.21980 2.69810 1.81099 0.036 0.010 -0.026 -0.049
C 3.75658 1.39638 1.86060 0.028 -0.142 0.016 -0.096
H 4.26250 -1.64864 3.25568 -0.001 0.036 -0.011 0.080
H 3.86458 -1.71494 1.51596 0.073 0.020 0.024 0.043
H 3.07098 -2.82300 2.64850 0.023 -0.020 -0.019 0.063
H 2.31018 -0.61518 5.21357 0.102 0.006 -0.110 0.084
H 1.53404 -2.10202 4.61518 -0.027 -0.009 -0.010 0.075
H 0.59830 -0.60875 4.74719 0.055 0.051 0.030 0.044
H 1.73031 1.67462 4.58760 -0.027 -0.001 -0.008 0.108
H 2.56387 3.97735 4.47553 -0.035 0.001 0.000 0.123
H 4.10631 4.65916 2.67011 0.055 0.001 0.057 0.125
H 4.92948 2.98495 1.04712 -0.003 0.020 -0.014 0.122
H 4.09111 0.67617 1.12293 0.032 0.030 -0.018 0.096
C -1.63317 -4.81068 -0.83187 0.045 -0.008 -0.099 0.002
C -0.88630 -3.85861 -0.16320 0.039 -0.307 0.144 -0.112
N -0.74258 -2.61871 -0.63966 0.512 0.573 0.952 -0.042
C -1.36407 -2.27657 -1.76811 0.020 0.168 -0.324 -0.071
C -2.13454 -3.16412 -2.50747 0.056 -0.184 0.160 -0.190
C -2.25520 -4.46855 -2.02136 0.041 0.242 0.069 0.036
C -2.88781 -2.69374 -3.68470 -0.115 0.144 -0.118 -0.041
C -2.88970 -3.21331 -4.91059 -0.080 0.088 0.150 -0.005
C -2.02982 -4.28050 -5.44150 0.657 -0.307 -0.031 -0.281
C -0.72325 -4.52094 -5.00994 -0.271 -0.032 -0.119 -0.002
C -0.02641 -5.51034 -5.68931 -0.077 0.177 0.172 -0.119
N -0.56187 -6.19462 -6.68425 0.233 -0.552 -0.457 0.091
C -1.80790 -5.90627 -7.03479 0.338 0.332 0.584 -0.168
N -2.54386 -4.97488 -6.45254 -0.786 0.188 -0.263 0.130
H -1.74167 -5.80347 -0.41980 0.059 0.008 0.050 0.127
H -0.41097 -4.08214 0.78193 -0.026 -0.007 -0.014 0.117
H -1.24730 -1.25185 -2.10178 -0.004 -0.056 0.017 0.110
H -2.86381 -5.18374 -2.55890 0.007 -0.027 0.003 0.143
H -3.54799 -1.85628 -3.48217 -0.033 -0.011 -0.053 0.121
H -3.59447 -2.83085 -5.63887 0.006 0.066 0.010 0.123
H -0.27097 -3.95030 -4.21220 0.070 -0.001 -0.024 0.102
H 0.99866 -5.75889 -5.43884 0.016 0.039 0.059 0.113
H -2.24730 -6.45732 -7.85555 -0.008 -0.025 -0.007 0.119

74
Properties=species:S:1:pos:R:3:forces:R:3:lowdin_charge:R:1 method="wB97M-V/def2-TZVPD" total_charge=-1 lumo_ev=2.28 multiplicity=1 total_energy_ev=-210878.7356 homo_lumo_gap_ev=6.707
C 5.09251 1.60973 3.93678 -0.454 0.577 -0.951 -0.131
C 4.24525 1.90966 2.86226 -0.105 0.777 1.429 -0.291
P 4.46935 1.11758 1.11960 2.595 1.371 2.003 0.518
C 4.37379 2.80007 0.21111 0.658 1.442 -1.384 -0.659
Br 2.74096 3.89865 0.54632 0.958 -0.503 0.031 0.618
C 5.31920 3.32664 -0.61537 -0.558 -0.938 1.275 -0.757
C 6.64822 2.56166 -0.89711 -0.534 0.261 -1.565 -0.151
Br 5.02560 5.07363 -1.47432 0.655 -0.947 0.238 0.561
O 4.85967 0.14177 -0.24843 -1.314 -0.701 0.431 -0.321
C 3.87684 -0.89145 -0.21087 0.686 0.146 -1.596 -0.212
C 2.47388 -0.07256 -0.11319 2.975 -3.085 2.986 -0.435
C 1.56705 -1.08468 0.69470 -1.870 0.420 -0.264 -0.143
C 0.12572 -0.46407 0.83645 -0.560 0.937 -0.457 -0.439
S -0.72514 -0.91455 2.42134 -0.698 0.535 0.344 0.944
C -2.19585 0.15152 2.40899 0.797 -0.357 0.324 -0.616
N -2.98252 0.59016 3.40858 1.717 -0.702 -3.285 0.026
N -3.88476 1.38780 2.74126 -0.667 0.765 -2.840 -0.010
C -3.63710 1.40365 1.42127 0.343 -0.707 2.747 -0.114
O -2.52503 0.58464 1.15762 -1.537 1.055 1.269 -0.029
N 2.18660 0.21943 -1.55186 -0.522 1.110 -0.417 0.133
C 1.67347 -0.91045 -2.27277 0.094 -0.154 -0.702 -0.414
O 0.58253 -1.36312 -2.23169 0.322 0.097 0.021 0.196
F 2.57882 -1.48950 -3.15591 -0.641 1.108 1.342 0.084
C 1.40154 1.41417 -1.75935 -0.383 1.104 -0.543 -0.422
O 0.24056 1.55777 -1.57554 0.350 -0.300 0.052 0.184
F 2.09027 2.48601 -2.28745 -0.109 -1.998 0.664 0.076
O 2.73717 1.01714 0.75654 -0.791 -1.754 -2.232 -0.301
H 6.16537 1.92034 3.90694 -0.419 -1.813 -0.536 0.032
H 4.71666 1.11119 4.86923 0.092 1.849 -0.271 0.033
H 3.39990 2.62119 3.10636 -0.396 -2.104 -0.022 0.039
H 5.88930 1.25189 1.42587 -0.121 0.161 -0.421 0.023
H 4.50997 -0.10799 1.88324 -0.693 0.239 -0.137 0.045
H 6.37959 1.64156 -1.49548 0.266 0.828 0.779 0.076
H 7.19553 2.22623 0.01424 -0.537 0.553 -0.675 0.064
H 7.27890 3.18337 -1.59509 -0.423 -0.545 1.010 0.057
H 3.99683 -1.71084 0.56259 -0.058 1.377 -0.160 0.115
H 4.07914 -1.45111 -1.16450 -0.952 0.522 0.504 0.121
H 2.01328 -1.23322 1.71646 -0.146 0.370 -1.185 0.126
H 1.48980 -2.08630 0.19354 0.170 0.822 0.405 0.120
H 0.21918 0.65988 0.84703 -0.065 -1.201 0.037 0.088
H -0.57532 -0.73748 0.00136 0.962 0.210 0.727 0.077
H -4.17614 1.95648 0.60619 0.837 -0.743 1.004 0.128
C -5.97708 2.28121 -2.00305 -0.063 0.010 0.146 -0.115
O -5.11720 3.29219 -1.50104 -0.056 -0.159 -0.230 -0.212
C -4.00781 3.53976 -2.36364 0.060 0.339 0.353 -0.193
C -4.21598 4.79934 -3.18620 0.094 -0.315 -0.344 -0.196
O -5.27940 4.64015 -4.12229 -0.141 0.081 0.284 -0.194
C -6.47814 5.26404 -3.69320 0.032 -0.036 -0.135 -0.117
H -6.90310 2.30548 -1.42615 0.102 0.038 0.044 0.090
H -6.22009 2.44015 -3.05661 0.057 -0.007 0.006 0.084
H -5.51282 1.29747 -1.87724 -0.041 -0.054 -0.102 0.087
H -3.81612 2.67696 -3.00940 -0.059 0.069 -0.027 0.129
H -3.13133 3.67977 -1.72400 0.031 -0.011 -0.056 0.128
H -3.30864 4.99393 -3.76555 0.022 -0.003 0.057 0.126
H -4.39355 5.66406 -2.53837 -0.033 -0.086 0.034 0.126
H -6.39266 6.35160 -3.79637 -0.070 0.009 0.089 0.087
H -6.71911 5.01104 -2.65715 0.033 0.034 -0.011 0.083
H -7.28932 4.91500 -4.33402 0.100 0.007 -0.031 0.087
C -0.77455 -7.53279 0.11182 -0.115 -0.038 -0.040 -0.115
O -1.58416 -7.49915 1.27541 0.265 0.100 -0.056 -0.195
C -0.83880 -7.19364 2.44947 -0.478 0.015 0.075 -0.204
C -1.02385 -5.74350 2.86408 0.507 0.069 -0.054 -0.202
O -0.44407 -4.85557 1.91677 -0.264 -0.177 -0.082 -0.196
C -1.41136 -4.26253 1.06270 0.006 0.085 -0.018 -0.120
H -1.43170 -7.54182 -0.75912 -0.029 -0.033 0.106 0.088
H -0.12195 -6.65881 0.04478 0.002 -0.025 0.037 0.085
H -0.16926 -8.44550 0.10257 0.090 0.033 -0.049 0.085
H 0.22188 -7.42758 2.30980 -0.021 0.101 -0.028 0.125
H -1.22207 -7.83855 3.24681 0.029 0.011 0.030 0.121
H -0.50339 -5.58035 3.81321 -0.039 -0.035 0.029 0.125
H -2.08330 -5.51276 3.01740 0.015 -0.073 -0.062 0.127
H -1.97388 -3.49972 1.60956 -0.043 -0.020 -0.085 0.062
H -2.10076 -5.00562 0.65163 0.034 -0.024 0.034 0.084
H -0.88498 -3.78248 0.23592 0.045 0.007 0.107 0.087

Number 1: M 911.769 g mol⁻¹. Number 2: M 734.368 g mol⁻¹.